[1]
Here is a molecular structure, C26H28Cl3N4O4Ti from the OMol25 dataset. Energies are from the ωB97M-V functional and the def2-TZVPD basis.

Each line ends with the Löwdin charge.
Cartesian coordinates (Å):
H1 3.452 0.030 4.473  0.13
O1 0.083 -2.084 0.458  -0.08
H2 -0.938 0.824 3.953  0.13
H3 -4.676 4.863 -2.234  0.10
H4 6.040 -1.508 1.461  0.14
N1 4.379 -0.279 -1.656  0.11
H5 3.310 0.930 -3.584  0.13
C1 -2.368 0.098 2.547  -0.14
H6 -2.058 -1.800 1.512  0.13
H7 -2.605 1.123 2.239  0.12
H8 4.959 -2.035 -0.795  0.17
Cl1 -1.837 -3.257 -2.315  0.66
H9 1.617 1.215 -1.629  0.10
C2 -0.854 2.194 -1.064  -0.22
H10 3.816 2.567 -3.234  0.13
C3 -0.984 0.037 3.189  -0.17
C4 -2.180 1.719 -1.270  -0.09
C5 -3.107 2.515 -1.954  0.08
O2 -0.015 1.545 -0.305  -0.14
Cl2 1.015 -3.833 -2.575  0.65
H11 6.891 -0.989 3.764  0.09
O3 0.106 -1.116 -1.479  -0.06
C6 4.234 1.162 -1.643  -0.13
H12 5.744 -0.555 5.039  0.09
C7 -1.538 4.306 -2.089  0.05
H13 -3.447 5.669 -3.209  0.09
O4 1.941 -0.091 0.240  -0.15
H14 1.240 0.343 4.049  0.15
H15 -1.292 5.318 -2.372  0.13
C8 -2.815 3.829 -2.322  -0.24
H16 3.815 1.470 -0.683  0.13
Ti1 0.147 -0.108 0.298  0.93
N2 1.905 3.311 -1.696  0.11
H17 -0.892 -0.937 3.691  0.14
H18 5.776 -2.191 4.394  0.10
C9 5.097 -1.073 1.756  0.05
C10 -2.534 -0.829 1.333  -0.17
C11 3.361 1.679 -2.794  -0.12
N3 -1.881 -0.124 0.251  -0.07
C12 3.650 -0.214 3.442  0.06
C13 -0.302 -3.487 -1.449  -1.50
C14 1.303 0.222 2.964  -0.03
C15 4.176 -0.749 0.749  -0.11
H19 2.788 3.800 -1.620  0.17
H20 -4.092 2.120 -2.153  0.14
C16 2.627 -0.021 2.494  -0.09
H21 -3.090 -0.190 3.313  0.13
N4 0.182 0.159 2.301  -0.03
H22 1.247 2.013 -3.168  0.16
H23 5.244 1.583 -1.731  0.15
H24 4.653 -0.658 -2.556  0.18
C17 -0.517 3.492 -1.560  -0.11
C18 -2.629 0.576 -0.528  -0.04
H25 -3.602 -0.979 1.125  0.13
H26 -3.714 0.422 -0.510  0.15
C19 -3.860 4.702 -2.936  -0.03
C20 4.511 -1.066 -0.610  0.08
C21 -0.002 -2.152 -0.787  -0.81
H27 -4.281 4.240 -3.826  0.10
C22 0.800 4.011 -1.499  0.06
C23 2.892 -0.248 1.116  -0.23
H28 0.916 5.077 -1.358  0.16
C24 5.880 -1.137 4.132  -0.03
C25 1.947 2.004 -2.324  -0.15
C26 4.866 -0.779 3.096  -0.24
Cl3 -0.457 -4.764 -0.245  0.68

Values from the calculation:
LUMO (spin up / spin down) ... -6.520 / -6.501 eV
⟨S²⟩ ... 0.75
Multiplicity ... 2
Net charge ... +2
Orbital gap (spin up / spin down) ... 5.302 / 7.405 eV
E_HOMO (spin up / spin down) ... -0.4345 / -0.5110 Ha

[2]
Here is a molecular structure, C34H32CrN6OS2 from the OMol25 dataset. Energies are from the ωB97M-V functional and the def2-TZVPD basis.

Each line ends with the Löwdin charge.
Cartesian coordinates (Å):
C1 1.950 1.296 -2.536  -0.24
H1 -4.789 2.016 -1.729  0.10
Cr1 0.708 -0.181 -0.361  0.58
H2 3.765 0.654 5.132  0.11
C2 -5.982 2.231 0.040  -0.09
H3 4.803 0.309 -0.499  0.14
H4 -2.742 2.900 -0.669  0.09
H5 -2.635 4.532 2.591  0.08
H6 2.826 -2.219 -1.629  0.13
C3 3.772 0.641 1.339  -0.32
H7 -1.710 4.128 1.151  0.08
C4 -0.492 -2.246 -1.869  -0.30
H8 -4.874 3.464 2.989  0.12
C5 -2.101 -1.210 -0.200  -0.22
N1 2.807 -0.284 -0.844  -0.19
H9 -4.182 -1.426 -0.590  0.10
H10 -1.039 2.153 -1.551  0.10
H11 -0.676 3.965 -3.232  0.12
C6 3.497 -0.452 3.317  -0.11
H12 4.179 -1.890 -0.539  0.14
C7 2.839 0.108 -2.282  -0.11
N2 -1.261 -0.299 0.196  -0.05
C8 3.785 0.684 4.053  -0.04
H13 0.184 -4.079 3.076  0.12
H14 -6.883 1.851 -0.423  0.10
H15 4.338 2.756 3.905  0.12
C9 -1.671 -2.295 -1.098  -0.10
C10 -4.808 2.322 -0.691  -0.09
C11 -0.185 -3.301 -2.737  0.00
N3 1.139 -1.887 0.737  0.03
H16 3.209 2.281 -3.959  0.12
H17 -3.805 -0.270 0.710  0.07
C12 -3.659 2.816 -0.094  -0.06
H18 -0.737 -5.216 -3.494  0.11
N4 -1.794 0.566 1.165  -0.03
C13 3.795 0.599 -0.167  -0.11
H19 4.317 2.723 1.417  0.12
C14 2.018 -4.202 1.943  -0.03
H20 3.745 -3.985 0.681  0.13
C15 3.108 -1.730 -0.694  -0.09
H21 2.364 -5.113 2.412  0.12
C16 0.808 -3.635 2.315  -0.03
S1 0.688 1.612 1.102  0.71
H22 -2.797 -5.351 -2.110  0.11
O1 0.354 -1.219 -1.841  -0.19
C17 -0.960 1.421 1.618  -1.04
C18 -2.415 3.733 1.882  -0.41
H23 0.709 -3.213 -3.341  0.12
C19 2.787 -3.581 0.976  0.00
C20 -3.665 3.227 1.234  -0.30
H24 1.519 4.054 -4.424  0.12
H25 -0.522 -1.982 1.943  0.12
H26 3.620 1.607 -0.548  0.13
C21 1.308 3.268 -3.712  -0.03
H27 3.255 -1.384 3.815  0.11
N5 3.498 -0.482 1.986  0.12
C22 0.091 3.227 -3.051  -0.02
S2 -1.555 2.492 2.912  0.89
C23 -0.998 -4.409 -2.822  -0.06
C24 4.102 1.847 3.368  -0.04
H28 2.446 -0.723 -2.866  0.13
C25 -6.002 2.648 1.364  -0.07
C26 0.405 -2.474 1.684  -0.07
H29 -3.678 -2.007 0.991  0.10
C27 -0.122 2.220 -2.125  -0.09
H30 -6.918 2.591 1.936  0.11
C28 2.323 -2.411 0.399  -0.25
C29 -2.154 -4.485 -2.051  -0.07
C30 2.254 2.287 -3.453  0.01
H31 -3.389 -3.505 -0.640  0.11
C31 -2.483 -3.435 -1.221  -0.03
C32 -3.531 -1.214 0.256  0.00
C33 4.098 1.829 1.985  -0.03
N6 0.790 1.287 -1.871  -0.01
C34 -4.852 3.144 1.955  -0.04
H32 3.864 0.307 -2.612  0.14

Values from the calculation:
LUMO (spin up / spin down) ... -3.334 / -3.043 eV
⟨S²⟩ ... 0.76
Multiplicity ... 2
Net charge ... +1
Orbital gap (spin up / spin down) ... 7.004 / 7.392 eV
E_HOMO (spin up / spin down) ... -0.3799 / -0.3835 Ha

Asked for max |F| across the records above, the calculation gives 5.2, 0.3 eV/Å in order.